Arrangement a

Formula: C4H7N4O2
Source: the OMol25 dataset
Level of theory: ωB97M-V/def2-TZVPD

Output
SMILES   CC1(C)N=N[NH+]=C1[N+](=O)[O-]
HOMO level   -16.312 eV
Frontier orbital gap   10.26 eV

The geometry in ORCA input format:
```
! wB97M-V def2-TZVPD RIJCOSX def2/J DEFGRID3
* xyz 1 1
C 1.029 -0.073 0.517
C -0.367 0.066 -0.573
C -1.155 -1.240 -0.557
C -1.199 1.289 -0.234
N 0.372 0.203 -1.737
N 1.564 0.190 -1.679
N 2.007 0.025 -0.294
N 1.033 -0.179 1.961
O 0.816 0.893 2.456
O 1.221 -1.249 2.442
H -1.537 -1.416 -1.560
H -1.994 -1.165 0.129
H -0.540 -2.093 -0.273
H -2.125 1.235 -0.806
H -0.683 2.213 -0.478
H -1.457 1.291 0.824
H 3.015 0.012 -0.137
*
```

Löwdin atomic charge list, values in e, 5 entries: 0.0494, -0.4028, 0.0178, 0.0126, 0.1080

Arrangement b

Formula: C4H7N4O2
Source: the OMol25 dataset
Level of theory: ωB97M-V/def2-TZVPD

Output
HOMO level (spin up / spin down)   -11.746 / -11.754 eV
Frontier orbital gap (spin up / spin down)   6.98 / 6.98 eV

The geometry in ORCA input format:
```
! wB97M-V def2-TZVPD RIJCOSX def2/J DEFGRID3
* xyz 1 1
C 1.877 0.965 0.013
C -3.561 0.904 -0.011
C 1.964 1.372 -1.273
C -0.064 -2.066 0.026
N 1.169 -0.112 0.503
N 0.390 -0.944 0.145
N 2.447 1.653 1.057
N -1.458 -2.457 0.086
O -4.137 1.879 0.035
O -2.976 -0.090 -0.053
H 1.463 0.850 -2.066
H 2.549 2.232 -1.530
H 3.162 2.323 0.828
H 2.579 1.156 1.922
H -1.517 -3.466 -0.108
H -2.031 -1.929 -0.594
H -1.855 -2.270 1.020
*
```

Löwdin atomic charge list, values in e, 5 entries: -0.4330, -0.3975, 0.0992, -0.0260, 0.1558

Which is the most stable structure? arrangement b is the most stable.

Arrangement a

Formula: C4H10O2
Source: the OMol25 dataset
Level of theory: ωB97M-V/def2-TZVPD

Output
HOMO level (spin up / spin down)   -8.438 / -7.925 eV
Frontier orbital gap (spin up / spin down)   8.80 / 7.87 eV

The geometry in ORCA input format:
```
! wB97M-V def2-TZVPD RIJCOSX def2/J DEFGRID3
* xyz 0 1
C -2.146 -0.480 0.005
C -1.440 0.546 0.695
C 0.642 -0.596 -0.248
O 0.006 -0.687 -1.489
C 1.602 0.492 0.212
O 2.752 0.470 -0.632
H -3.156 -0.224 -0.341
H -1.510 -0.593 -0.998
H -2.138 -1.452 0.506
H -1.599 1.555 0.297
H -1.120 0.504 1.729
H 0.497 -1.458 0.413
H 1.274 -1.038 -1.184
H 1.894 0.241 1.247
H 1.145 1.483 0.209
H 3.298 1.238 -0.421
*
```

Löwdin atomic charge list, values in e, 5 entries: -0.1948, -0.0622, -0.2944, -0.1541, -0.2523

Arrangement b

Formula: C4H10O2
Source: the OMol25 dataset
Level of theory: ωB97M-V/def2-TZVPD

Output
HOMO level   -9.519 eV
Frontier orbital gap   10.40 eV

The geometry in ORCA input format:
```
! wB97M-V def2-TZVPD RIJCOSX def2/J DEFGRID3
* xyz 0 1
C -1.155 -1.135 -0.661
C -0.118 0.182 0.482
C -0.794 1.482 0.135
O -0.039 -0.238 1.635
C 0.416 -0.551 -0.642
O 2.409 0.350 0.699
H -1.040 -2.153 -0.306
H -1.982 -0.732 -0.024
H -1.491 -1.016 -1.675
H -1.022 1.615 -0.930
H -1.702 1.597 0.727
H -0.064 2.235 0.434
H 1.690 0.107 1.317
H 1.106 -1.371 -0.423
H 0.772 0.021 -1.517
H 3.015 -0.394 0.748
*
```

Löwdin atomic charge list, values in e, 5 entries: -0.0313, -0.6485, -0.0076, 0.0119, -0.0989

Which is the most stable structure? arrangement b is the most stable.

Arrangement a

Formula: C4H10O2
Source: the OMol25 dataset
Level of theory: ωB97M-V/def2-TZVPD

Output
SMILES   CC=O.CCO
HOMO level   -9.509 eV
Frontier orbital gap   10.28 eV

The geometry in ORCA input format:
```
! wB97M-V def2-TZVPD RIJCOSX def2/J DEFGRID3
* xyz 0 1
C 0.044 0.513 1.438
O 0.711 -0.138 0.299
C 1.041 0.805 2.540
H -0.714 -0.202 1.759
H -0.324 1.396 0.929
H 1.060 -0.965 0.650
H 1.726 -0.047 2.496
H 0.651 0.749 3.553
H 1.662 1.675 2.355
O -2.666 -0.656 -2.256
C -1.543 -0.727 -1.831
C -0.337 -0.307 -2.628
H -1.288 -1.150 -0.844
H 0.325 0.401 -2.144
H 0.237 -1.251 -2.651
H -0.585 -0.097 -3.664
*
```

Löwdin atomic charge list, values in e, 5 entries: -0.2707, -0.1330, -0.0831, 0.1092, 0.1121

Arrangement b

Formula: C4H10O2
Source: the OMol25 dataset
Level of theory: ωB97M-V/def2-TZVPD

Output
SMILES   C1CO1.CCO
HOMO level   -9.271 eV
Frontier orbital gap   10.15 eV

The geometry in ORCA input format:
```
! wB97M-V def2-TZVPD RIJCOSX def2/J DEFGRID3
* xyz 0 1
C -2.434 -0.894 0.091
C -1.251 -0.172 -0.512
O -0.550 0.437 0.540
C 1.545 0.939 -0.333
C 2.605 0.393 0.476
O 1.624 -0.586 0.405
H -2.081 -1.679 0.769
H -3.072 -1.341 -0.671
H -3.017 -0.180 0.681
H -1.575 0.616 -1.206
H -0.612 -0.867 -1.084
H 1.005 1.847 -0.034
H 1.414 0.687 -1.375
H 2.704 0.841 1.465
H 3.532 0.150 -0.014
H 0.163 -0.192 0.801
*
```

Löwdin atomic charge list, values in e, 5 entries: -0.0924, -0.3449, -0.1570, 0.0243, -0.2670

Arrangement c

Formula: C4H10O2
Source: the OMol25 dataset
Level of theory: ωB97M-V/def2-TZVPD

Output
SMILES   CC(C)(O)CO
HOMO level   -9.758 eV
Frontier orbital gap   10.45 eV

The geometry in ORCA input format:
```
! wB97M-V def2-TZVPD RIJCOSX def2/J DEFGRID3
* xyz 0 1
C -1.263 -1.001 -0.378
C -0.228 -0.009 0.253
C -0.772 1.425 0.103
O 0.176 -0.258 1.578
C 1.041 -0.319 -0.517
O 2.203 0.251 0.340
H -1.033 -2.050 -0.152
H -2.237 -0.754 0.035
H -1.362 -0.922 -1.482
H -1.069 1.633 -0.933
H -1.656 1.548 0.742
H -0.037 2.174 0.414
H 1.199 0.015 1.453
H 1.176 -1.401 -0.511
H 0.985 0.076 -1.545
H 2.878 -0.409 0.602
*
```

Löwdin atomic charge list, values in e, 5 entries: -0.0310, -0.6432, -0.0282, -0.0681, -0.0989

Arrangement d

Formula: C4H10O2
Source: the OMol25 dataset
Level of theory: ωB97M-V/def2-TZVPD

Output
SMILES   C/C=C(/C)O.O
HOMO level   -8.884 eV
Frontier orbital gap   9.59 eV

The geometry in ORCA input format:
```
! wB97M-V def2-TZVPD RIJCOSX def2/J DEFGRID3
* xyz 0 1
C 1.516 0.593 -1.310
C 0.834 0.932 -0.022
C -0.418 0.659 0.359
O -1.323 0.228 -0.602
C -0.977 0.690 1.747
H 2.576 0.352 -1.112
H 0.983 -0.229 -1.794
H 1.588 1.432 -2.062
H 1.366 1.481 0.769
H -1.554 -0.697 -0.394
H -1.100 -0.355 2.129
H -0.356 1.263 2.456
H -1.982 1.104 1.619
H 0.804 -1.568 -0.216
H 0.918 -2.911 0.337
O 0.254 -2.387 -0.178
*
```

Löwdin atomic charge list, values in e, 5 entries: -0.1052, -0.1394, -0.4335, 0.0033, -0.0372

Which is the most stable structure? arrangement d is the most stable.

Arrangement a

Formula: C4H10O2
Source: the OMol25 dataset
Level of theory: ωB97M-V/def2-TZVPD

Output
SMILES   CCOCOC
HOMO level   -9.944 eV
Frontier orbital gap   10.96 eV

The geometry in ORCA input format:
```
! wB97M-V def2-TZVPD RIJCOSX def2/J DEFGRID3
* xyz 0 1
C -2.163 -0.562 0.281
C -1.352 0.197 -0.757
C 0.566 0.892 0.387
C 2.483 -0.342 -0.074
H -2.825 0.120 0.767
H -2.671 -1.394 -0.274
H -1.637 -1.044 1.092
H -2.074 0.638 -1.536
H -0.735 -0.520 -1.293
H 0.310 0.245 1.217
H 1.044 1.778 0.771
H 3.130 0.477 0.310
H 2.917 -0.852 -0.917
H 2.387 -1.080 0.806
O -0.678 1.312 -0.179
O 1.300 0.136 -0.601
*
```

Löwdin atomic charge list, values in e, 5 entries: -0.0867, -0.2759, -0.2158, -0.1456, 0.0634

Arrangement b

Formula: C4H10O2
Source: the OMol25 dataset
Level of theory: ωB97M-V/def2-TZVPD

Output
SMILES   CC(=O)CCO.[H][H]
HOMO level   -9.981 eV
Frontier orbital gap   10.86 eV

The geometry in ORCA input format:
```
! wB97M-V def2-TZVPD RIJCOSX def2/J DEFGRID3
* xyz 0 1
C -2.038 0.211 0.449
C -0.806 -0.524 -0.014
O -0.571 -1.662 0.353
C 0.103 0.182 -1.001
C 1.630 -0.044 -0.778
O 1.975 -0.828 0.340
H -2.502 -0.325 1.280
H -1.778 1.230 0.752
H -2.754 0.291 -0.378
H 0.573 1.016 2.109
H 1.316 -1.541 0.403
H -0.138 1.249 -1.018
H -0.183 -0.211 -1.987
H 2.097 0.935 -0.619
H 2.061 -0.469 -1.699
H 1.015 0.491 1.808
*
```

Löwdin atomic charge list, values in e, 5 entries: -0.0224, -0.4634, 0.0584, -0.1065, -0.2575

Arrangement c

Formula: C4H10O2
Source: the OMol25 dataset
Level of theory: ωB97M-V/def2-TZVPD

Output
SMILES   CC(=O)CO.C
HOMO level   -10.313 eV
Frontier orbital gap   11.16 eV

The geometry in ORCA input format:
```
! wB97M-V def2-TZVPD RIJCOSX def2/J DEFGRID3
* xyz 0 1
C 0.361 1.856 -0.514
C -0.562 0.895 0.184
C 1.393 -1.566 0.602
O -0.708 0.886 1.392
C -1.339 -0.114 -0.649
O -1.929 -1.073 0.177
H -0.130 2.323 -1.374
H 0.696 2.618 0.191
H 1.234 1.309 -0.890
H 1.741 -1.104 -0.327
H 1.607 -0.900 1.442
H 1.912 -2.516 0.741
H -1.830 -0.715 1.079
H -2.096 0.440 -1.228
H -0.667 -0.593 -1.374
H 0.316 -1.747 0.550
*
```

Löwdin atomic charge list, values in e, 5 entries: -0.0053, -0.4400, -0.0339, 0.0750, -0.2271

Which is the most stable structure? arrangement c is the most stable.

Arrangement a

Formula: C3H13O3S
Source: the OMol25 dataset
Level of theory: ωB97M-V/def2-TZVPD

Output
HOMO level   -3.150 eV
Frontier orbital gap   6.80 eV

The geometry in ORCA input format:
```
! wB97M-V def2-TZVPD RIJCOSX def2/J DEFGRID3
* xyz -1 1
C -2.928 -0.545 -0.968
C -1.802 -0.445 -1.943
C -0.384 -0.943 -1.393
S 0.653 0.542 -1.022
H -2.641 0.077 -0.096
H -3.146 -1.511 -0.498
H -3.884 -0.034 -1.142
H -1.915 -0.985 -2.889
H -1.569 0.603 -2.097
H 0.043 -1.528 -2.200
H -0.546 -1.397 -0.419
H 0.201 3.863 3.266
H 0.635 2.456 3.021
O 0.769 3.199 3.643
H 0.936 0.848 1.442
H 1.268 -0.232 2.471
O 1.429 0.693 2.270
H 1.418 -3.296 -1.429
H 1.131 -2.194 -0.338
O 1.350 -3.124 -0.491
*
```

Löwdin atomic charge list, values in e, 5 entries: -0.1659, -0.3641, -0.7144, 0.2354, 0.0706

Arrangement b

Formula: C3H13O3S
Source: the OMol25 dataset
Level of theory: ωB97M-V/def2-TZVPD

Output
HOMO level   -3.162 eV
Frontier orbital gap   6.81 eV

The geometry in ORCA input format:
```
! wB97M-V def2-TZVPD RIJCOSX def2/J DEFGRID3
* xyz -1 1
C -1.121 0.193 1.988
C -0.182 -0.997 2.013
C 0.267 -1.410 0.580
S -1.061 -2.066 -0.478
H -0.561 1.002 1.499
H -1.273 0.511 3.020
H -1.967 -0.036 1.344
H 0.730 -0.814 2.593
H -0.595 -1.945 2.383
H 1.020 -2.195 0.607
H 0.631 -0.474 0.135
H 1.863 2.769 -0.347
H 1.336 3.093 1.048
O 2.071 3.279 0.457
H -1.041 -0.328 -1.603
H -1.334 0.499 -2.792
O -0.943 0.622 -1.922
H 0.697 1.090 -1.712
H 2.127 0.673 -1.619
O 1.604 1.480 -1.640
*
```

Löwdin atomic charge list, values in e, 5 entries: -0.1397, -0.3704, -0.7202, 0.2563, 0.0588

Arrangement c

Formula: C3H13O3S
Source: the OMol25 dataset
Level of theory: ωB97M-V/def2-TZVPD

Output
HOMO level   -2.847 eV
Frontier orbital gap   6.02 eV

The geometry in ORCA input format:
```
! wB97M-V def2-TZVPD RIJCOSX def2/J DEFGRID3
* xyz -1 1
C -4.018 -2.050 -0.027
C -3.255 -0.754 -0.343
C -1.890 -0.677 0.349
S -0.909 0.736 -0.182
H -3.406 -2.707 0.600
H -4.272 -2.725 -0.847
H -4.939 -1.895 0.548
H -3.088 -0.655 -1.405
H -3.876 0.092 -0.044
H -1.403 -1.630 0.135
H -2.062 -0.703 1.430
H 3.496 -1.772 -3.404
H 4.025 -0.922 -4.531
O 4.322 -1.477 -3.804
H 0.904 1.691 0.603
H 1.593 3.061 0.954
O 1.735 2.102 0.950
H 4.196 0.637 2.930
H 3.158 1.518 2.212
O 3.424 1.184 3.098
*
```

Löwdin atomic charge list, values in e, 5 entries: -0.1438, -0.3759, -0.8025, 0.2729, 0.0532

Which is the most stable structure? arrangement b is the most stable.

Arrangement a

Formula: C4H6N4
Source: the OMol25 dataset
Level of theory: ωB97M-V/def2-TZVPD

Output
HOMO level   -7.969 eV
Frontier orbital gap   8.23 eV

The geometry in ORCA input format:
```
! wB97M-V def2-TZVPD RIJCOSX def2/J DEFGRID3
* xyz 0 1
C -0.577 -0.199 -0.039
C -0.029 1.125 0.009
C 1.310 1.259 -0.041
C 0.467 -1.244 0.043
H -2.856 0.903 0.784
H -3.698 -0.153 -0.206
H -0.720 1.887 -0.026
H 1.712 2.241 -0.045
H 3.296 0.282 -0.629
H 0.017 -2.205 -0.082
N -2.824 0.332 -0.113
N -1.792 -0.672 0.044
N 2.215 0.167 0.152
N 1.719 -1.056 -0.030
*
```

Löwdin atomic charge list, values in e, 5 entries: -0.3200, -0.0289, -0.0981, -0.0966, 0.0965

Arrangement b

Formula: C4H6N4
Source: the OMol25 dataset
Level of theory: ωB97M-V/def2-TZVPD

Output
HOMO level   -8.903 eV
Frontier orbital gap   9.67 eV

The geometry in ORCA input format:
```
! wB97M-V def2-TZVPD RIJCOSX def2/J DEFGRID3
* xyz 0 1
C -1.886 -0.829 0.204
C -0.418 1.138 -0.257
C 0.965 0.639 0.105
C 0.566 -0.616 -0.130
H -1.786 -0.611 1.284
H -1.991 -1.905 0.072
H -2.819 -0.357 -0.096
H -0.424 1.806 -1.162
H -1.052 1.557 0.531
H 3.030 1.160 0.324
N -0.772 -0.285 -0.594
N 2.303 0.545 0.069
N 2.674 -0.762 -0.086
N 1.609 -1.480 -0.266
*
```

Löwdin atomic charge list, values in e, 5 entries: -0.0912, -0.0718, -0.1754, -0.3033, 0.0855

Arrangement c

Formula: C4H6N4
Source: the OMol25 dataset
Level of theory: ωB97M-V/def2-TZVPD

Output
SMILES   C=CC1=NN=CNN1
HOMO level   -8.700 eV
Frontier orbital gap   8.93 eV

The geometry in ORCA input format:
```
! wB97M-V def2-TZVPD RIJCOSX def2/J DEFGRID3
* xyz 0 1
C 2.509 -0.546 0.046
C 1.664 0.509 0.026
C 0.217 0.090 -0.261
C -2.323 -0.497 0.085
H 3.680 -0.479 0.283
H 2.253 -1.592 0.037
H 1.929 1.565 0.240
H -3.311 -0.805 -0.196
H -1.814 0.838 1.293
H -0.645 1.596 -1.261
N -0.160 -1.176 0.007
N -1.460 -1.410 -0.231
N -1.917 0.832 0.244
N -0.622 1.074 -0.312
*
```

Löwdin atomic charge list, values in e, 5 entries: -0.0087, -0.0899, -0.3955, -0.2163, 0.0983

Which is the most stable structure? arrangement b is the most stable.